# 1
{
  "formula": "C44H62As3NO8S5TeZr",
  "method": "wB97M-V/def2-TZVPD",
  "elements": ["Zr", "C", "C", "S", "C", "C", "S", "C", "C", "S", "C", "C", "S", "H", "H", "H", "H", "H", "H", "H", "H", "H", "H", "H", "H", "H", "H", "H", "H", "C", "N", "C", "C", "C", "C", "C", "C", "C", "C", "H", "H", "H", "H", "H", "H", "H", "H", "H", "H", "H", "H", "C", "As", "C", "C", "C", "C", "C", "C", "C", "C", "H", "H", "H", "H", "H", "H", "H", "H", "H", "H", "H", "H", "H", "C", "O", "C", "O", "C", "C", "As", "C", "C", "C", "As", "C", "C", "O", "O", "C", "C", "O", "O", "C", "C", "O", "O", "C", "H", "H", "H", "H", "H", "H", "H", "H", "H", "H", "H", "H", "H", "H", "H", "H", "H", "H", "Te", "C", "C", "C", "C", "S", "H", "H", "H"],
  "xyz": [[-0.370855, -0.190554, 0.660701], [3.300790, 3.421625, 0.234733], [4.232190, 2.212833, 0.206715], [3.518565, 0.564904, -0.081543], [3.440889, 0.468902, -1.884239], [2.316955, 1.234842, -2.571582], [0.799161, 1.327601, -1.586112], [-0.030667, 2.693484, -2.427116], [-1.308445, 3.063720, -1.684870], [-1.411108, 2.506988, 0.037659], [-0.153709, 3.624282, 0.777314], [0.893751, 2.853582, 1.560691], [2.454359, 3.720916, 1.815399], [2.556056, 3.382889, -0.562065], [3.903306, 4.315077, 0.063660], [4.744878, 2.126912, 1.166079], [5.004319, 2.348922, -0.553397], [3.388438, -0.594315, -2.117608], [4.397384, 0.819988, -2.275136], [2.089030, 0.787383, -3.539527], [2.620508, 2.269685, -2.741382], [-0.261330, 2.381164, -3.443454], [0.671977, 3.528273, -2.456025], [-2.189890, 2.667090, -2.183318], [-1.422541, 4.146753, -1.635238], [-0.687257, 4.326587, 1.417823], [0.296918, 4.176196, -0.046579], [1.126484, 1.938893, 1.011938], [0.502061, 2.618141, 2.547088], [2.174054, -2.772986, 1.006170], [0.850402, -2.355961, 0.503135], [1.017515, -2.123065, -0.944442], [-0.095268, -3.492065, 0.697658], [-1.483436, -3.044260, 1.035819], [-2.338528, -3.964275, 1.634277], [-3.658905, -3.626573, 1.867097], [-4.134410, -2.381412, 1.473714], [-3.271671, -1.462077, 0.905933], [-1.902412, -1.742228, 0.710896], [2.431492, -3.738157, 0.559140], [2.167598, -2.878535, 2.087617], [2.923772, -2.046790, 0.703901], [1.523984, -2.957532, -1.438505], [1.615805, -1.221525, -1.093989], [0.047074, -2.015743, -1.435979], [0.295907, -4.149284, 1.475892], [-0.113036, -4.081314, -0.227192], [-1.973550, -4.947923, 1.902020], [-4.323063, -4.335076, 2.343825], [-5.170553, -2.117718, 1.638059], [-3.669263, -0.492915, 0.627222], [3.276120, -0.609613, 3.085195], [1.349692, -0.265145, 3.012096], [0.580631, -1.806303, 3.937316], [1.310574, 1.071923, 4.462114], [1.976177, 0.596865, 5.721156], [1.274188, -0.160622, 6.655964], [1.890449, -0.592402, 7.819921], [3.215894, -0.266269, 8.067550], [3.915919, 0.510869, 7.157434], [3.297939, 0.942262, 5.993896], [3.465030, -1.324552, 3.885502], [3.757190, 0.330998, 3.348416], [3.696724, -0.962576, 2.155622], [1.314471, -2.215851, 4.630091], [0.257347, -2.572785, 3.236221], [-0.291085, -1.466349, 4.492918], [0.261694, 1.300946, 4.624325], [1.818742, 1.957541, 4.077824], [0.228539, -0.391900, 6.488887], [1.331301, -1.172658, 8.540936], [3.694847, -0.598737, 8.978120], [4.939808, 0.793433, 7.359872], [3.841546, 1.576300, 5.303033], [-6.202158, -2.399972, -1.446369], [-4.849788, -2.169385, -1.879890], [-4.344290, -3.143282, -2.642193], [-4.919087, -4.171929, -2.874538], [-2.928823, -2.875581, -3.074247], [-2.403070, -3.705577, -4.010988], [-3.650684, -3.646426, -5.532298], [-2.892610, -4.722774, -6.981142], [-2.716761, -1.900243, -5.907075], [-2.271344, -0.991050, -5.031480], [-1.993911, -1.139567, -3.049474], [-3.439755, 0.145778, -2.679409], [-1.795587, 0.349946, -5.460317], [-1.026696, 1.012459, -4.786671], [-2.310385, 0.755764, -6.606098], [-1.880654, 2.037061, -7.103161], [-2.881845, -1.657287, -7.381082], [-3.989123, -1.597006, -7.836333], [-1.814424, -1.624406, -8.189524], [-0.477791, -1.827164, -7.738448], [-0.921314, -3.793425, -4.190938], [-0.101922, -3.359034, -3.406709], [-0.593928, -4.492810, -5.268762], [0.811039, -4.703239, -5.491214], [-6.519221, -1.475595, -0.971299], [-6.232752, -3.229268, -0.741540], [-6.836585, -2.631314, -2.299875], [-2.766412, -5.737579, -6.607037], [-1.942030, -4.357264, -7.354581], [-3.636565, -4.727285, -7.776639], [-4.393705, -0.155315, -3.097549], [-3.114915, 1.072088, -3.154863], [-3.552951, 0.307602, -1.606691], [-2.437403, 2.186795, -8.021647], [-0.809620, 2.019784, -7.296620], [-2.114303, 2.812844, -6.376747], [0.132159, -1.039863, -8.178346], [-0.133278, -2.794140, -8.106790], [-0.393989, -1.797329, -6.652921], [0.889100, -5.111396, -6.494163], [1.194331, -5.417365, -4.764247], [1.354650, -3.763931, -5.407000], [-2.002435, 0.746605, 2.860328], [-2.086804, 2.816416, 3.180912], [-1.392385, 3.504701, 4.145167], [-1.827633, 4.846530, 4.292155], [-2.862946, 5.144647, 3.460730], [-3.314317, 3.808531, 2.501629], [-0.608515, 3.073978, 4.746165], [-1.400384, 5.546992, 4.991983], [-3.388464, 6.080662, 3.367171]],
  "forces_ev_per_angstrom": [[0.44, 0.79, 0.46], [-0.08, 0.04, -0.02], [0.05, -0.05, 0.03], [-0.02, 0.02, 0.08], [0.15, 0.00, 0.03], [-0.04, 0.02, -0.11], [0.06, -0.20, 0.10], [-0.04, 0.00, -0.01], [-0.03, -0.02, -0.01], [-0.04, -0.11, -0.05], [0.00, 0.03, 0.00], [-0.07, 0.01, -0.16], [0.02, -0.02, -0.01], [0.01, 0.02, 0.00], [-0.01, 0.01, 0.03], [0.01, 0.00, -0.04], [-0.01, 0.00, -0.01], [-0.02, 0.00, 0.05], [-0.02, -0.05, -0.04], [-0.01, 0.02, 0.00], [-0.07, 0.02, 0.02], [0.04, 0.05, 0.03], [0.02, -0.04, 0.07], [0.03, -0.08, 0.06], [-0.06, -0.02, -0.07], [0.03, 0.03, -0.03], [0.00, -0.04, -0.05], [0.17, -0.09, 0.14], [0.03, -0.05, -0.05], [0.03, 0.02, 0.00], [-0.28, 0.16, -0.36], [-0.05, 0.01, -0.23], [0.04, -0.04, 0.09], [0.19, -0.14, 0.00], [-0.03, 0.06, -0.19], [-0.04, -0.01, 0.01], [0.01, 0.09, -0.08], [-0.13, 0.01, -0.14], [0.02, 0.07, 0.07], [0.01, 0.02, 0.02], [0.01, -0.01, -0.02], [-0.01, -0.01, 0.02], [-0.04, 0.00, 0.02], [0.00, -0.10, -0.03], [0.04, 0.05, -0.01], [-0.01, 0.07, 0.03], [-0.01, -0.04, 0.05], [0.02, -0.02, 0.01], [0.00, -0.01, 0.01], [-0.01, -0.01, -0.02], [0.02, -0.04, 0.06], [-0.01, 0.08, 0.05], [0.02, -0.28, 0.18], [0.05, 0.01, 0.01], [0.06, 0.06, -0.04], [-0.01, 0.03, -0.01], [-0.03, 0.00, 0.01], [0.00, -0.01, 0.00], [0.00, -0.02, 0.04], [0.01, 0.01, -0.02], [-0.01, -0.01, -0.01], [0.01, 0.03, -0.01], [-0.01, 0.01, -0.02], [0.00, -0.04, -0.01], [-0.03, 0.00, 0.00], [0.01, 0.01, 0.00], [0.00, -0.01, -0.01], [-0.02, -0.05, 0.04], [-0.02, -0.01, -0.01], [0.00, 0.00, 0.00], [-0.01, -0.01, 0.02], [0.00, 0.00, 0.01], [0.02, 0.01, 0.00], [0.01, 0.01, -0.01], [-0.04, 0.02, 0.05], [-0.04, 0.03, -0.08], [0.04, 0.01, 0.03], [-0.05, -0.05, 0.08], [0.19, -0.07, -0.11], [-0.12, 0.22, 0.02], [0.04, -0.06, 0.01], [-0.03, -0.02, -0.01], [-0.08, -0.02, 0.05], [0.20, -0.22, -0.03], [-0.33, -0.01, 0.13], [0.02, 0.03, 0.06], [-0.11, 0.05, -0.08], [0.00, 0.01, -0.05], [0.07, 0.05, 0.03], [-0.01, -0.03, 0.00], [0.00, 0.03, -0.09], [0.05, 0.01, 0.01], [-0.10, -0.03, -0.03], [0.03, 0.01, 0.01], [-0.01, -0.04, 0.10], [-0.02, -0.05, -0.03], [0.08, 0.09, -0.06], [-0.03, -0.04, 0.00], [0.01, -0.03, 0.01], [-0.01, 0.00, -0.02], [0.01, 0.01, 0.03], [-0.01, 0.00, -0.01], [0.00, 0.00, 0.00], [0.02, 0.01, 0.00], [0.01, 0.00, -0.03], [-0.02, -0.01, 0.01], [-0.01, -0.02, -0.02], [0.02, 0.01, 0.01], [-0.01, 0.02, 0.00], [0.00, 0.00, -0.02], [0.00, -0.03, 0.02], [0.01, 0.03, 0.02], [0.01, -0.01, -0.01], [0.01, 0.00, 0.02], [0.01, 0.03, 0.00], [-0.01, -0.02, -0.02], [-0.26, -0.27, -0.22], [0.23, 0.04, 0.33], [-0.11, 0.09, -0.17], [0.04, -0.05, 0.00], [-0.05, 0.02, -0.05], [-0.06, -0.05, 0.00], [0.03, 0.01, 0.06], [0.02, 0.04, 0.03], [-0.02, 0.03, 0.00]],
  "de_lowest_kcal_mol": 21.57,
  "spin_multiplicity": 1,
  "homo_ev": -12.66,
  "charge": 2,
  "homo_lumo_gap_ev": 6.762
}

=====

# 2
{
  "formula": "C40H61BN7OOsPS4",
  "method": "wB97M-V/def2-TZVPD",
  "elements": ["Os", "C", "C", "C", "C", "N", "C", "C", "N", "B", "N", "C", "C", "N", "C", "S", "C", "C", "C", "C", "N", "C", "C", "N", "C", "S", "C", "C", "C", "C", "C", "S", "H", "H", "H", "H", "H", "H", "H", "H", "H", "H", "H", "H", "H", "H", "H", "H", "H", "H", "H", "H", "H", "H", "H", "H", "H", "H", "H", "H", "H", "H", "H", "H", "H", "H", "O", "N", "C", "C", "C", "C", "C", "S", "H", "H", "H", "H", "C", "C", "C", "C", "P", "C", "C", "C", "C", "C", "C", "C", "C", "C", "C", "H", "H", "H", "H", "H", "H", "H", "H", "H", "H", "H", "H", "H", "H", "H", "H", "H", "H", "H", "H", "H", "H", "H"],
  "xyz": [[0.717913, -0.270727, -0.262822], [-4.992831, 0.630594, 1.014376], [-4.543745, -0.828356, 1.144700], [-4.038893, -1.367317, -0.194905], [-5.727023, -1.679830, 1.604827], [-3.480264, -0.850723, 2.159899], [-3.643627, -1.214904, 3.469565], [-2.535671, -0.834479, 4.146868], [-1.685936, -0.224628, 3.267940], [-0.375183, 0.440025, 3.702777], [-0.103503, 1.738926, 2.899039], [-0.853317, 2.856877, 3.125121], [-0.278732, 3.895527, 2.475354], [0.835193, 3.426555, 1.833221], [0.896996, 2.093214, 2.076770], [2.039686, 0.989188, 1.439102], [1.791241, 4.260588, 1.079507], [1.675976, 3.945223, -0.412702], [1.481614, 5.741830, 1.320073], [3.210154, 3.984245, 1.585317], [0.792638, -0.571107, 3.661547], [1.883925, -0.389388, 4.476421], [2.391222, -1.597055, 4.789654], [1.613706, -2.562607, 4.180218], [0.695842, -1.900755, 3.417102], [-0.183607, -2.518612, 2.112294], [1.611598, -3.945133, 4.699026], [2.847532, -4.694277, 4.194672], [1.645031, -3.854149, 6.237380], [0.344488, -4.695932, 4.294533], [-2.261435, -0.271300, 2.056117], [-1.583094, 0.394306, 0.641092], [-5.804808, 0.703819, 0.298670], [-4.167809, 1.254538, 0.680197], [-5.343743, 1.005943, 1.973873], [-4.879534, -1.517044, -0.866204], [-3.529022, -2.317514, -0.059551], [-3.353820, -0.669278, -0.663033], [-6.461014, -1.715745, 0.803734], [-6.216010, -1.250600, 2.475746], [-5.418112, -2.698838, 1.823354], [-4.507902, -1.727760, 3.827624], [-2.297803, -0.946846, 5.184289], [-0.518485, 0.770120, 4.842895], [-1.736898, 2.830097, 3.727353], [-0.585138, 4.917923, 2.450645], [0.671221, 4.155762, -0.774099], [1.902984, 2.898142, -0.600883], [2.380884, 4.551550, -0.975528], [0.529807, 6.040465, 0.886301], [2.256676, 6.340612, 0.848043], [1.485881, 5.980730, 2.381984], [3.537691, 2.988206, 1.308632], [3.258935, 4.083096, 2.667569], [3.897770, 4.700903, 1.145740], [2.210097, 0.590178, 4.761901], [3.244339, -1.847717, 5.384487], [3.748373, -4.097114, 4.320910], [2.732612, -4.945686, 3.143902], [2.963550, -5.613784, 4.762667], [2.635401, -3.601119, 6.608570], [1.369271, -4.816185, 6.661053], [0.937191, -3.105914, 6.592827], [0.307809, -4.874876, 3.224456], [-0.546818, -4.142822, 4.583260], [0.330817, -5.658093, 4.800340], [-0.479769, 1.610877, -1.151485], [-0.632860, 2.000636, -2.383884], [-1.765020, 2.614830, -2.766457], [-1.922547, 3.063182, -4.054372], [-0.890620, 2.863737, -4.977348], [0.260128, 2.228313, -4.575182], [0.394749, 1.787238, -3.254293], [1.776347, 1.001057, -2.639712], [-2.509316, 2.728438, -1.992153], [-2.830315, 3.571769, -4.337649], [-0.998296, 3.216349, -5.993170], [1.088251, 2.073288, -5.247906], [-0.316382, -3.422060, -1.967095], [1.008122, -3.036245, -2.645455], [1.620828, -4.264563, -3.318414], [0.694135, -1.977744, -3.708822], [2.045859, -2.164547, -1.309146], [3.506123, -1.353769, -2.076045], [4.078114, -0.348261, -1.294371], [5.219165, 0.315591, -1.702861], [5.809952, -0.006459, -2.913939], [5.248964, -0.998956, -3.699127], [4.108783, -1.669593, -3.288969], [2.982632, -3.459299, -0.266099], [4.169803, -4.065636, -1.014756], [3.516588, -2.690360, 0.945977], [2.057965, -4.577610, 0.210363], [-1.097877, -3.527446, -2.716633], [-0.627867, -2.640290, -1.257682], [-0.243670, -4.362815, -1.427949], [0.938860, -4.608518, -4.096435], [1.761127, -5.090307, -2.625535], [2.571266, -4.040888, -3.793645], [0.120043, -2.432224, -4.514943], [1.598682, -1.549937, -4.135285], [0.092637, -1.177457, -3.269176], [3.594986, -0.056988, -0.367598], [5.634756, 1.094158, -1.081693], [6.700069, 0.510723, -3.242801], [5.704465, -1.251735, -4.643541], [3.701801, -2.428448, -3.934815], [4.834407, -3.301285, -1.407133], [4.744370, -4.674191, -0.318759], [3.854244, -4.701332, -1.834916], [4.348452, -2.050815, 0.664578], [3.872962, -3.387209, 1.699450], [2.742380, -2.064460, 1.394625], [1.689007, -5.177076, -0.615686], [1.212680, -4.181217, 0.767934], [2.627295, -5.248143, 0.854030]],
  "forces_ev_per_angstrom": [[-0.69, 1.21, 0.17], [0.04, -0.12, 0.00], [-0.56, 0.15, -0.58], [0.00, 0.06, -0.02], [0.20, 0.08, 0.05], [0.75, 0.07, 0.25], [0.14, -0.14, 0.60], [-0.41, -0.18, 0.11], [-0.62, 0.20, -0.28], [0.19, -0.35, -0.32], [0.40, 0.48, -0.19], [0.00, 0.38, -0.07], [-0.51, 0.00, 0.33], [-0.37, -0.63, 0.31], [-0.03, -0.05, 0.20], [0.25, -0.64, -0.81], [0.58, 0.47, -0.52], [0.03, -0.13, 0.20], [-0.05, -0.19, 0.07], [-0.08, -0.03, -0.03], [0.07, -0.38, 0.45], [0.41, -0.22, 0.41], [0.17, 0.59, 0.11], [-0.07, 0.75, -0.09], [-0.17, -0.12, -0.54], [-0.27, -0.26, -0.63], [-0.02, -0.69, 0.12], [-0.23, 0.15, 0.05], [-0.03, 0.00, -0.18], [0.14, 0.02, -0.08], [0.38, -0.17, 0.12], [0.34, 0.28, -0.69], [-0.13, 0.03, -0.14], [0.03, 0.07, -0.08], [-0.06, 0.02, 0.09], [-0.18, -0.05, 0.00], [0.07, -0.15, 0.02], [-0.04, -0.11, -0.06], [0.00, 0.03, -0.04], [-0.05, -0.01, 0.12], [0.01, -0.14, 0.04], [-0.23, -0.06, 0.06], [0.06, 0.00, 0.19], [-0.05, 0.09, 0.19], [-0.15, 0.02, 0.20], [0.00, 0.19, -0.05], [-0.11, 0.00, -0.02], [-0.05, 0.03, -0.08], [0.10, 0.12, 0.00], [-0.10, 0.00, -0.02], [0.04, -0.05, -0.07], [-0.01, 0.05, 0.09], [0.09, 0.01, 0.01], [0.01, 0.03, 0.13], [0.03, 0.11, -0.07], [0.06, 0.14, 0.14], [0.09, -0.02, 0.16], [0.10, 0.04, 0.03], [0.03, 0.00, -0.11], [0.03, -0.12, 0.02], [0.06, 0.06, 0.05], [0.02, -0.09, 0.01], [-0.04, -0.01, 0.03], [-0.05, 0.02, 0.00], [-0.09, 0.01, 0.00], [0.08, -0.07, 0.12], [-0.07, -0.16, 0.85], [0.65, -0.09, -1.06], [-0.41, 0.24, -0.08], [0.15, -0.07, 0.02], [-0.03, 0.03, 0.14], [-0.26, 0.15, 0.02], [0.13, -0.07, 0.27], [0.14, -0.33, 0.34], [0.05, -0.04, 0.04], [-0.08, -0.02, 0.05], [0.02, -0.01, -0.03], [0.05, -0.07, -0.04], [0.09, 0.15, 0.25], [-0.17, 0.33, 0.20], [0.14, 0.09, 0.19], [-0.01, 0.02, 0.15], [0.72, -0.88, -0.83], [-0.19, 0.22, 0.26], [-0.08, -0.15, -0.02], [0.08, 0.06, -0.01], [0.00, -0.01, 0.12], [0.02, 0.01, -0.08], [-0.09, 0.01, 0.04], [-0.25, 0.18, 0.23], [-0.09, 0.19, -0.13], [-0.12, 0.22, -0.05], [-0.10, 0.12, -0.13], [-0.06, -0.01, -0.13], [-0.14, -0.20, -0.13], [0.01, -0.03, 0.14], [-0.09, 0.02, -0.03], [0.06, -0.02, 0.00], [0.07, -0.08, -0.05], [-0.10, -0.14, -0.02], [-0.08, 0.15, -0.03], [0.09, 0.01, -0.18], [0.18, 0.00, -0.03], [0.05, 0.08, 0.06], [0.02, 0.02, -0.02], [0.02, -0.06, -0.13], [-0.06, -0.11, -0.05], [0.10, -0.02, 0.03], [-0.01, -0.11, 0.13], [-0.01, -0.12, -0.13], [0.13, 0.07, 0.00], [0.05, -0.14, 0.09], [-0.03, -0.07, 0.16], [-0.05, -0.08, -0.08], [-0.03, -0.06, 0.10], [0.05, -0.02, 0.09]],
  "spin_multiplicity": 6,
  "homo_ev": [-9.40, -9.67],
  "charge": 1,
  "homo_lumo_gap_ev": [7.855, 5.857]
}

=====

Max |F| in eV Å⁻¹, matching the order above: 1.02 1.41